Record 1
Density functional theory data (ωB97M-V/def2-TZVPD) for 4 unconnected molecules or ions with the total composition C30H51ClFN2O5S in a non-equilibrium geometry.

Geometry as XYZ:
```
91
Properties=species:S:1:pos:R:3:forces:R:3
C -2.18354 2.61158 -0.02113 -0.3 -0.4 0.6
C -0.67615 2.44064 0.04395 0.0 -0.1 -1.0
C -4.72775 0.70925 2.08474 -0.1 -0.3 -0.1
H 7.24310 -3.94325 -6.89069 0.0 0.0 0.0
H -5.43521 -1.04192 1.06504 0.0 -0.3 0.0
C -7.10020 -5.45707 1.25976 -0.1 0.2 -0.1
C 6.44011 -3.56907 -7.52081 0.1 0.0 0.2
H 1.47655 7.02704 0.56820 0.0 0.1 -0.2
C -4.59838 -4.87299 1.36439 0.0 0.2 -0.1
H 3.56171 -3.28956 -2.90709 0.0 0.0 -0.1
H 3.83979 -2.45504 -7.75349 0.0 0.0 -0.1
C 2.20194 6.28466 0.89542 -0.6 0.5 0.4
C 2.54740 -0.64025 -2.87515 0.0 0.1 0.2
C 1.45837 5.16274 1.52803 -0.2 0.6 -0.7
S 2.66275 2.67120 0.04825 0.5 0.5 -0.2
H 0.07870 -1.16246 -1.37157 0.0 0.1 -0.2
H -6.05125 -0.85480 2.73352 -0.1 -0.2 0.0
C 3.00876 -0.52002 4.40375 -0.2 0.4 0.2
C 4.64237 -1.73339 -7.59356 0.0 0.1 0.2
C 0.02717 -2.51036 0.29691 0.4 0.0 -0.1
H 3.23207 -1.42468 4.95391 0.1 -0.3 -0.1
H -1.34035 -0.50406 1.19205 -0.2 0.2 0.2
H 5.11509 -2.87546 -2.15409 0.0 0.0 0.0
H 4.71791 -2.23795 -3.76021 -0.1 0.0 0.0
H -3.91450 -4.04218 1.20322 0.0 0.0 0.0
H -2.43085 3.62132 -0.33003 0.1 0.2 0.0
H 2.60845 1.49475 -0.60279 -0.3 -0.1 0.3
C 3.68766 -1.29969 -2.13884 0.1 -0.1 0.0
H -7.10971 -5.82170 2.28795 0.1 -0.1 0.0
O 6.16048 -1.97761 -5.77777 -0.1 0.0 0.1
C -3.57135 2.22195 3.55737 0.0 -0.2 -0.7
C 0.10712 3.26869 1.06864 -0.2 0.7 0.9
H -1.75887 5.05547 0.77429 0.0 -0.1 -0.1
C -1.10975 -0.18377 0.17674 0.4 -0.7 0.2
H -4.32654 -5.69239 0.69775 0.0 -0.1 0.1
O 1.49533 -0.95351 2.49902 -0.3 0.0 0.0
H -4.11545 0.78058 0.03356 -0.1 -0.1 -0.1
H 1.72589 -1.34624 -3.00576 0.0 0.0 -0.2
C -6.01380 -4.42578 1.08644 0.0 0.0 0.0
H 1.08027 0.41513 4.03007 0.0 0.2 -0.2
C -0.61191 -1.43652 -0.57750 -0.2 -0.1 0.2
H -4.51025 -5.21465 2.39673 0.0 -0.1 0.0
H -0.72596 6.46253 0.62326 -0.1 0.1 -0.1
C 1.90724 0.01507 1.57756 0.1 -0.1 -0.4
H 2.86484 0.45455 1.87125 0.0 0.2 0.0
C 0.82017 1.07343 1.37641 -0.6 -0.8 -0.3
H -1.47064 -1.89334 -1.06014 -0.1 0.0 -0.1
H 1.01614 -1.27626 4.41863 -0.2 -0.1 0.0
H 1.10929 -2.48480 0.23987 0.2 0.0 0.1
H -0.22914 -2.42156 1.34379 -0.2 0.0 0.1
N 0.33732 4.67302 0.77743 0.3 -0.7 -0.2
H -2.50312 1.98249 -0.84526 0.0 0.0 -0.2
H 2.84049 6.74385 1.63863 0.3 0.0 -0.1
H 2.73914 5.94384 0.01750 0.1 -0.1 -0.1
H 2.87407 -0.28799 -3.85383 0.0 -0.1 0.0
H -5.08508 0.87072 4.21610 -0.2 -0.2 0.0
C -0.12537 0.98090 0.17796 0.2 0.1 0.1
C -0.83786 5.50271 1.11391 0.2 0.4 -0.1
H 0.18050 0.99791 2.25681 0.1 0.6 0.3
H -3.39490 2.64715 4.53222 -0.1 0.0 0.2
C -5.77327 -0.34454 1.81997 0.2 0.7 -0.1
F -0.23673 2.85780 -1.22810 0.1 0.2 0.1
O -6.26375 -3.29338 0.74038 0.0 0.0 0.0
H 2.09075 -0.49528 0.63437 0.1 -0.1 -0.1
N 1.35391 2.47958 1.25075 0.7 -1.6 0.2
Cl -0.42497 -4.15124 -0.24453 0.0 -0.1 0.0
H 5.70769 -4.36242 -7.67734 0.0 0.0 -0.1
C -3.95284 1.18113 1.02361 0.2 0.5 0.6
H -2.12181 3.49806 2.68274 0.0 0.1 0.0
H -6.92629 -6.29931 0.58866 0.0 -0.1 0.1
H -0.31789 3.20465 2.07269 -0.4 -0.4 -0.1
H -2.04720 0.09517 -0.27978 0.0 0.2 -0.1
H -6.65218 0.16004 1.42298 -0.2 -0.1 0.0
H 6.85153 -3.27365 -8.48691 -0.1 -0.1 -0.1
H 3.75541 -0.37804 3.62893 0.1 0.0 -0.1
H 3.10254 0.30363 5.10875 0.1 0.1 0.1
H 4.98439 -1.36697 -8.56212 -0.1 -0.1 -0.1
O 4.07805 -0.86375 -1.07505 -0.3 0.2 0.1
H -0.91584 5.68352 2.18879 0.0 -0.1 0.1
O 1.75780 4.67587 2.58240 0.4 -0.6 0.7
C -4.52341 1.22022 3.36395 0.7 0.6 -0.1
C -2.97766 2.17466 1.19620 -0.4 -0.3 0.2
H 4.26177 -0.89682 -7.01158 0.0 0.0 0.0
C 1.58214 -0.54023 3.85843 0.3 -0.4 0.3
H 1.85324 2.63137 2.12945 -0.4 0.8 0.1
H 0.50052 0.83045 -0.70153 0.0 0.3 -0.2
C 4.30961 -2.50401 -2.78232 0.2 0.0 0.2
C -2.81839 2.69907 2.47979 -0.1 -0.2 0.2
H -8.06479 -5.01122 1.03017 0.0 0.0 0.0
C 5.78551 -2.38581 -6.85403 0.1 0.0 0.0
H 2.19184 0.20867 -2.29102 0.0 0.0 -0.1
```
Forces are in eV/Å.

Output
total charge	+1
E_HOMO	-11.292	eV
multiplicity	1
energy above the lowest of the compared OMol25 structures with the same formula, charge and spin	0.000	eV

Record 2
Density functional theory data (ωB97M-V/def2-TZVPD) for a molecular structure, C30H52As2CsF3N5O6PS in a non-equilibrium geometry.

Geometry as XYZ:
```
101
Properties=species:S:1:pos:R:3:forces:R:3
N 2.78274 -3.36539 1.26565 0.2 -0.2 -0.2
H -0.43170 2.54568 3.00733 0.0 0.0 0.0
C 0.98360 1.86159 -4.31113 0.0 0.3 0.1
H 4.86029 -2.04057 2.25201 0.0 0.0 0.0
H -3.90447 2.44318 1.26828 0.0 0.0 0.0
H 4.33824 -5.27578 0.37642 0.0 0.1 0.0
H -3.06905 2.98919 -0.20862 0.0 -0.1 0.1
C -3.30615 -0.35306 4.61239 0.0 0.0 -0.2
N -0.88512 -2.01570 -3.50269 -0.2 0.2 -0.3
F 4.35758 0.57749 3.52071 -0.1 0.0 0.1
F 3.75554 0.11398 5.54762 0.1 0.3 -0.2
H 1.88320 1.25452 -4.27574 0.1 0.0 0.1
H 1.71872 -3.38475 -0.50094 0.2 0.2 -0.1
H -2.61699 0.51018 -1.95571 0.0 0.0 0.1
H -4.22133 -2.28908 4.85457 0.0 0.0 0.0
H -4.96210 -2.37700 0.52536 0.0 0.0 0.0
C 1.03682 2.89231 -5.42039 0.0 0.0 0.0
C -2.69022 0.52405 3.72398 0.0 -0.2 -0.1
C -1.95354 -3.44541 0.31934 0.2 0.1 0.0
H 2.47499 -1.65998 5.55659 0.0 0.0 -0.1
C -2.90667 -1.09316 1.95225 0.0 0.1 0.1
C -1.18438 2.84140 2.27556 0.1 0.0 0.1
C 5.09891 -2.93215 1.66764 0.1 0.0 0.1
C -3.01294 -0.93069 -3.31990 0.0 0.3 0.1
H 1.34950 4.75713 -1.53417 0.0 0.0 -0.1
H -0.93386 -3.45396 0.71575 -0.1 0.0 0.0
H -3.73592 -1.09807 -4.12315 0.0 0.0 0.0
C 1.56093 -2.12551 -3.16064 0.6 -0.5 -0.6
H -3.86799 -2.93414 2.50508 0.0 0.0 0.0
C -4.43411 -2.01400 -0.35435 0.0 0.0 -0.1
C 0.82758 -2.30984 4.34940 0.0 -0.1 0.0
C -2.48415 0.17099 2.38724 0.0 -0.1 0.1
H -0.79976 -2.57170 2.98869 0.1 0.1 -0.1
H -1.47266 6.35948 -1.35418 -0.1 -0.1 0.0
H 5.44483 -4.29758 -0.62021 -0.1 0.0 0.0
H 2.24477 3.35016 -0.96306 0.0 -0.1 0.0
H 3.75155 -4.47853 -1.11113 0.1 0.0 0.1
C -1.61753 -1.00431 -3.92806 0.2 -0.2 -0.3
H -3.82867 1.39679 -0.17340 0.0 0.0 0.0
C 1.53991 4.65631 0.60283 0.0 0.0 0.1
H -2.61772 -4.01959 0.96097 -0.1 -0.1 0.1
C -2.15627 5.51312 -1.22892 0.1 0.0 0.1
H 6.09728 -2.79611 1.23530 -0.1 0.0 0.1
H 1.80706 -4.77191 0.30281 -0.1 -0.3 0.0
F 2.86809 1.79789 4.51670 0.1 0.0 0.0
C -3.54285 -1.95613 2.84209 0.1 0.1 0.1
C 4.06610 -3.13745 0.56595 0.0 0.1 0.0
H -4.45415 -2.77513 -1.13347 0.0 0.0 0.0
C 2.18128 -0.38637 3.86486 -0.2 -0.2 0.0
H 3.27703 -2.02244 -1.14445 0.2 0.0 0.1
P -0.45686 2.74807 -2.21236 0.0 -0.1 0.1
H -3.12558 -1.72910 -2.59960 -0.1 -0.1 0.1
C -3.74255 -1.59855 4.17039 0.1 0.2 -0.1
C 1.39978 4.00079 -0.75102 -0.3 -0.1 0.1
C 1.88316 -1.47343 4.66949 0.1 0.2 0.0
C 0.07816 -1.97840 3.23733 -0.1 0.4 -0.3
C 4.41684 -4.37670 -0.24779 0.0 -0.2 -0.1
C 0.40972 -2.22596 -4.16998 -0.3 0.1 0.1
O -1.35797 -0.08907 -4.77499 0.1 -0.2 0.1
H -2.34622 1.48258 4.09288 0.0 0.0 0.0
H 0.13636 1.18826 -4.44132 -0.1 0.0 0.1
H -2.89162 3.83734 -2.36976 0.1 0.0 0.0
C -3.28513 2.12633 0.42796 0.0 0.0 0.0
H -0.76478 3.63687 1.66158 0.0 0.0 0.0
O 1.89404 -3.16386 -2.52945 -0.3 0.4 -0.1
H 0.71478 5.35310 0.78979 0.1 -0.1 0.0
H 3.75735 -1.01722 0.24215 0.1 -0.1 0.0
O 2.05598 -0.97282 -2.97347 1.0 -0.8 -1.4
H 0.57175 -1.49598 -4.96422 0.0 0.1 -0.1
H -3.43977 -0.06318 5.64881 0.0 0.0 0.0
O 0.18625 3.20398 -0.78846 0.4 0.3 -0.2
H 4.99516 -1.73480 -0.80982 -0.1 0.0 0.0
H 5.11105 -3.79543 2.34282 0.0 0.1 -0.1
S 1.84970 1.03974 1.50825 0.2 0.0 0.4
H 0.41448 -3.23229 -4.59046 0.0 -0.1 0.0
H 2.50165 -2.49419 1.69315 -0.1 0.2 0.1
O -0.90144 4.20055 -2.86698 -0.1 0.3 -0.1
C 3.28231 0.53129 4.32644 -0.2 -0.3 -0.1
C 4.01546 -1.90823 -0.34479 0.0 0.1 0.1
H 2.47842 5.22276 0.62359 -0.1 -0.1 0.0
N -3.31016 0.37224 -2.68559 -0.1 -0.4 -0.1
H -2.08605 3.20368 2.77132 0.0 0.0 0.0
As -2.55852 -1.60100 0.07879 -0.5 -0.2 0.3
H 0.58500 -3.18048 4.94678 0.0 0.1 0.0
H 0.14170 3.52073 -5.40862 0.1 -0.1 0.0
N 1.70438 -3.78047 0.43864 -0.4 0.0 0.1
Cs 0.41339 -0.42628 -1.22230 -0.8 0.6 1.8
N 0.33097 -0.94497 2.42631 0.5 -0.4 0.3
H -4.91417 -1.11407 -0.73880 0.0 0.0 0.0
H 1.08659 2.37539 -6.38570 0.0 0.1 0.1
O 0.91655 2.53537 -3.01740 0.2 0.0 -0.2
H -1.80750 4.91368 -0.38211 0.0 0.1 -0.1
H -2.56213 5.27184 -3.33187 0.0 0.1 -0.1
H -3.05895 1.07265 -3.37408 0.0 0.1 -0.2
H -1.92324 -3.88859 -0.67704 0.0 0.0 0.0
H 1.56676 3.91158 1.40160 0.0 0.0 -0.1
H -3.15595 5.89812 -0.99628 0.1 0.0 0.0
C 1.42506 -0.16270 2.66187 0.0 0.1 0.1
C -2.19573 4.67676 -2.49820 0.0 -0.1 0.1
As -1.56777 1.34235 1.07374 -0.6 0.2 0.4
H 1.91311 3.54176 -5.32031 -0.1 -0.1 0.0
```
Forces are in eV/Å.

Output
total charge	-2
E_HOMO	-2.167	eV
multiplicity	1
energy above the lowest of the compared OMol25 structures with the same formula, charge and spin	0.987	eV